[1]
Molecular formula: C10H40N20O10
Method: DFT, the ωB97M-V functional and the def2-TZVPD basis

Output
E_LUMO   -0.22 eV
DFT total energy   -61306.72549 eV
HOMO energy   -0.3160 hartree
Kohn-Sham gap   0.3078 hartree

Last column: Löwdin charge in e.
Positions of all 80 atoms, in Å:
1 N -3.30819 -2.76747 17.55497  0.17
2 C -2.28187 -1.98379 18.01706  -0.70
3 N -1.78388 -1.10169 17.08550  0.14
4 O -1.82985 -2.13539 19.13700  0.02
5 H -3.54119 -3.53430 18.16531  0.06
6 H -3.76374 -2.58138 16.68410  0.10
7 H -1.14605 -0.39309 17.39789  0.10
8 H -2.18601 -0.97533 16.17697  0.09
9 N -5.34759 -6.27290 20.39369  0.16
10 C -4.38456 -5.78682 19.52781  -0.66
11 N -3.13564 -5.76768 20.05656  0.20
12 O -4.66027 -5.39109 18.39691  -0.01
13 H -6.29771 -6.21840 20.05951  0.07
14 H -5.16010 -6.21361 21.37883  0.11
15 H -2.37860 -5.51690 19.43917  0.09
16 H -2.84686 -6.29701 20.86644  0.10
17 N -1.37660 -6.90145 25.48333  0.17
18 C -2.23553 -7.38943 24.55906  -0.65
19 N -3.57071 -7.37346 24.90142  0.14
20 O -1.86360 -7.89776 23.50511  -0.01
21 H -0.39686 -7.01649 25.24935  0.09
22 H -1.58026 -6.65167 26.43061  0.10
23 H -4.20628 -7.91763 24.34839  0.09
24 H -3.87691 -6.95988 25.76117  0.09
25 N -6.58248 -6.74818 16.53527  0.16
26 C -6.59993 -6.48082 15.18588  -0.66
27 N -7.61349 -7.06958 14.45622  0.14
28 O -5.82012 -5.67884 14.66250  0.00
29 H -5.84353 -6.27633 17.04494  0.05
30 H -7.14726 -7.49682 16.87942  0.06
31 H -8.18658 -7.79860 14.83377  0.08
32 H -7.48625 -6.97979 13.46444  0.10
33 N -8.52080 -4.03047 19.04767  0.17
34 C -9.39592 -2.97299 18.98708  -0.67
35 N -10.35187 -2.96846 19.98155  0.14
36 O -9.29418 -2.03529 18.20428  0.01
37 H -7.76278 -4.00447 18.39070  0.10
38 H -8.72674 -4.81027 19.66064  0.04
39 H -11.04109 -2.24194 19.95622  0.10
40 H -10.49603 -3.75172 20.58543  0.06
41 N -0.01803 -7.11146 21.65138  0.16
42 C 0.74552 -6.29509 22.43580  -0.64
43 N 1.25918 -5.19325 21.76088  0.15
44 O 0.94055 -6.48202 23.63594  -0.01
45 H -0.66742 -7.71852 22.12430  0.04
46 H -0.10158 -7.02982 20.64976  0.08
47 H 1.58778 -4.42028 22.30121  0.09
48 H 1.32434 -5.24058 20.75317  0.05
49 N -5.88130 -9.24250 18.72586  0.14
50 C -4.76130 -9.95728 19.15496  -0.66
51 N -3.80860 -9.13678 19.68575  0.17
52 O -4.71572 -11.17048 19.18521  0.04
53 H -6.09153 -8.43562 19.29409  0.05
54 H -6.64909 -9.69178 18.26565  0.09
55 H -3.13693 -9.51327 20.32893  0.12
56 H -3.91083 -8.13738 19.60385  0.05
57 N -10.84452 -6.68781 20.46862  0.17
58 C -9.55722 -7.09592 20.25296  -0.64
59 N -9.38135 -8.22375 19.49988  0.17
60 O -8.57944 -6.45059 20.65434  -0.02
61 H -11.55581 -7.22686 20.01369  0.10
62 H -10.97301 -6.04813 21.22759  0.11
63 H -8.41299 -8.40750 19.31529  0.07
64 H -10.11758 -8.69014 19.00691  0.10
65 N 2.37192 -4.53867 17.33343  0.16
66 C 1.12884 -4.83113 17.82726  -0.63
67 N 0.08603 -4.23870 17.15253  0.16
68 O 0.87116 -5.54111 18.79424  0.01
69 H 3.18987 -5.02573 17.64428  0.10
70 H 2.47488 -3.86984 16.59630  0.09
71 H -0.84220 -4.50788 17.42426  0.08
72 H 0.25440 -3.60555 16.39476  0.09
73 N -1.46124 -6.81358 15.76694  0.16
74 C -2.09688 -7.26918 16.89540  -0.64
75 N -3.34868 -7.78569 16.65466  0.18
76 O -1.57218 -7.18900 17.99944  0.01
77 H -1.88769 -6.80684 14.85949  0.09
78 H -0.62230 -6.26984 15.85978  0.08
79 H -3.62185 -8.06217 15.73336  0.10
80 H -3.74501 -8.18700 17.48598  0.05

---

[2]
Molecular formula: C48H38CuNOP2S
Method: DFT, the ωB97M-V functional and the def2-TZVPD basis

Output
E_LUMO   0.18 eV
DFT total energy   -127982.96807 eV
HOMO energy   -0.2643 hartree
Kohn-Sham gap   0.2710 hartree

Last column: Löwdin charge in e.
Positions of all 92 atoms, in Å:
1 Cu 0.15687 0.02959 -0.78859  0.04
2 O -0.42483 -2.95229 3.38745  -0.50
3 S -0.65935 -1.78720 2.50566  0.92
4 C -2.42931 -1.40428 2.59553  -0.37
5 C -3.17586 -1.91523 3.64493  -0.08
6 C -4.50932 -1.57028 3.76530  -0.06
7 C -5.08735 -0.71747 2.83399  -0.06
8 C -4.35088 -0.24789 1.76013  -0.08
9 C -3.00900 -0.59795 1.61097  -0.32
10 P -2.07542 -0.28699 0.03510  1.07
11 C -3.05418 -1.54016 -0.90998  -0.33
12 C -4.30192 -1.28714 -1.47934  -0.09
13 C -4.98697 -2.29085 -2.14494  -0.07
14 C -4.44733 -3.56580 -2.24213  -0.08
15 C -3.23044 -3.84043 -1.63904  -0.07
16 C -2.54377 -2.83416 -0.97584  -0.11
17 C -2.77259 1.31118 -0.52160  -0.38
18 C -3.04953 2.33307 0.38569  -0.10
19 C -3.53990 3.55288 -0.05754  -0.08
20 C -3.74138 3.77181 -1.41199  -0.08
21 C -3.41013 2.78122 -2.32599  -0.08
22 C -2.91663 1.56404 -1.88629  -0.13
23 C -0.12571 -0.31945 3.44656  -0.36
24 C -0.58471 -0.12491 4.74114  -0.06
25 C -0.08698 0.92089 5.49573  -0.06
26 C 0.87303 1.76534 4.95880  -0.06
27 C 1.33347 1.57160 3.66831  -0.06
28 C 0.84434 0.52281 2.88860  -0.33
29 P 1.40842 0.27012 1.14840  1.05
30 C 2.90759 -0.73842 1.42121  -0.34
31 C 3.94108 -0.65423 0.48737  -0.11
32 C 5.11851 -1.35498 0.68741  -0.08
33 C 5.25203 -2.19582 1.78302  -0.08
34 C 4.20464 -2.33021 2.68065  -0.08
35 C 3.03942 -1.59664 2.51101  -0.07
36 C 2.08494 1.94893 0.82400  -0.36
37 C 1.18929 2.85953 0.26340  -0.10
38 C 1.56953 4.16685 0.00847  -0.07
39 C 2.86166 4.57947 0.29842  -0.08
40 C 3.76035 3.68375 0.85779  -0.08
41 C 3.37479 2.37816 1.12875  -0.10
42 H -2.70311 -2.59420 4.34526  0.11
43 H -5.09928 -1.96497 4.58205  0.11
44 H -6.12960 -0.44024 2.92867  0.11
45 H -4.82689 0.37934 1.01924  0.11
46 H -4.74796 -0.30560 -1.40504  0.10
47 H -5.95093 -2.07356 -2.58792  0.11
48 H -4.97864 -4.34267 -2.77633  0.10
49 H -2.81568 -4.83942 -1.68524  0.11
50 H -1.61303 -3.06045 -0.46922  0.08
51 H -2.88364 2.17144 1.44426  0.11
52 H -3.76856 4.33164 0.65918  0.10
53 H -4.14479 4.71539 -1.75615  0.10
54 H -3.52514 2.95947 -3.38764  0.11
55 H -2.63153 0.80389 -2.60286  0.11
56 H -1.32385 -0.79303 5.16068  0.11
57 H -0.45203 1.07515 6.50288  0.11
58 H 1.26705 2.58332 5.54830  0.11
59 H 2.08281 2.23634 3.26226  0.10
60 H 3.82427 -0.03051 -0.39159  0.11
61 H 5.92909 -1.25416 -0.02195  0.11
62 H 6.16849 -2.75334 1.93047  0.10
63 H 4.29760 -2.99685 3.52886  0.11
64 H 2.23799 -1.69652 3.23297  0.09
65 H 0.18812 2.52631 0.00822  0.08
66 H 0.86097 4.85707 -0.43136  0.11
67 H 3.16815 5.59585 0.08633  0.10
68 H 4.77097 3.99708 1.08868  0.10
69 H 4.08483 1.69972 1.58165  0.11
70 N 0.48647 -2.06019 -1.74162  0.08
71 C 1.81133 -2.08563 -2.22562  -0.26
72 C 2.63481 -3.14386 -1.85740  -0.04
73 C 3.92931 -3.24275 -2.33388  -0.10
74 C 4.41563 -2.25885 -3.17818  -0.10
75 C 3.60465 -1.18781 -3.52062  -0.04
76 C 2.28787 -1.06748 -3.06911  -0.13
77 C 1.47858 0.11650 -3.48521  -0.21
78 C 1.67814 0.60393 -4.78272  -0.07
79 C 1.08389 1.77848 -5.20835  -0.11
80 C 0.26581 2.47529 -4.33348  -0.11
81 C 0.02314 1.95930 -3.06860  -0.15
82 C 0.59693 0.77119 -2.59029  -0.14
83 H 0.23060 -2.92177 -1.28577  0.07
84 H -0.18322 -1.79674 -2.45384  0.10
85 H 2.24370 -3.91157 -1.19663  0.11
86 H 4.55570 -4.07192 -2.03143  0.10
87 H 5.42361 -2.32212 -3.56944  0.10
88 H 4.00544 -0.40984 -4.15708  0.11
89 H 2.30161 0.05077 -5.47620  0.10
90 H 1.26512 2.14898 -6.21018  0.09
91 H -0.18481 3.41345 -4.63945  0.09
92 H -0.64650 2.51770 -2.42009  0.07

---

[3]
Molecular formula: C16H42As2F15N5O11
Method: DFT, the ωB97M-V functional and the def2-TZVPD basis

Output
Charge   -2
E_LUMO   3.32 eV
DFT total energy   -209680.62413 eV
HOMO energy   -0.0987 hartree
Kohn-Sham gap   0.2206 hartree

Last column: Löwdin charge in e.
Positions of all 91 atoms, in Å:
1 C -3.15347 11.34758 -0.89245  -0.06
2 C -2.98457 12.39568 0.18860  -0.25
3 C -4.13174 13.39933 0.30028  -0.18
4 O -3.90626 14.16599 1.45372  -0.20
5 C -5.03163 14.80363 2.06373  -0.06
6 N -2.77266 11.64684 1.52893  0.22
7 H -2.32827 12.26446 2.20187  0.15
8 H -3.62226 11.35142 2.01644  0.10
9 H -2.26532 10.76833 1.47096  0.16
10 H -3.07676 11.81911 -1.87286  0.09
11 H -4.11982 10.84655 -0.84540  0.06
12 H -2.42497 10.53650 -0.93368  0.08
13 H -2.02084 12.89646 0.08991  0.14
14 H -5.07834 12.85531 0.36006  0.11
15 H -4.17702 14.09437 -0.54112  0.13
16 H -4.87032 15.18957 3.06780  0.08
17 H -5.90498 14.15005 2.04901  0.10
18 H -5.24222 15.67433 1.43689  0.09
19 C -7.86430 10.58897 -1.06172  -0.02
20 C -7.36325 11.99306 -1.27135  -0.27
21 C -6.19131 12.29268 -2.19185  -0.17
22 O -5.83620 13.68069 -2.16902  -0.23
23 C -4.97250 14.12609 -3.24155  -0.07
24 N -8.48752 12.96232 -1.67896  0.23
25 H -8.89712 12.65847 -2.56207  0.11
26 H -9.27691 13.02625 -1.02646  0.12
27 H -8.10491 13.90855 -1.62906  0.11
28 H -8.25641 10.43139 -0.05567  0.08
29 H -7.14378 9.80748 -1.29388  0.07
30 H -8.82840 10.43345 -1.55723  0.07
31 H -7.24292 12.55993 -0.34332  0.14
32 H -6.40570 11.93366 -3.20142  0.14
33 H -5.32732 11.78438 -1.76043  0.07
34 H -5.63510 14.38649 -4.06671  0.07
35 H -4.45628 13.23358 -3.60900  0.08
36 H -4.30084 14.88761 -2.85877  0.08
37 C -6.83867 8.53375 -5.92124  -0.05
38 C -8.22985 7.96285 -5.69692  -0.26
39 C -8.93133 8.03288 -4.33187  -0.16
40 O -8.27240 7.05134 -3.52935  -0.21
41 C -8.77404 6.71297 -2.25535  -0.09
42 N -9.23456 8.53955 -6.77714  0.19
43 H -10.10801 8.04344 -6.91996  0.14
44 H -9.46133 9.52289 -6.55390  0.09
45 H -8.68689 8.50646 -7.63065  0.14
46 H -6.13080 8.10640 -5.14375  -0.28
47 H -6.75637 9.58956 -5.65476  0.08
48 H -6.54135 8.39366 -6.96048  0.07
49 H -8.24699 6.90460 -5.96215  0.13
50 H -9.96735 7.70572 -4.46837  0.12
51 H -8.94172 9.00673 -3.83863  0.12
52 H -9.82797 6.43534 -2.27156  0.09
53 H -8.53849 7.56262 -1.60632  0.08
54 H -8.08154 5.97133 -1.85850  0.09
55 N -9.77235 11.44206 -5.05012  -0.59
56 O -10.66375 10.83522 -5.70562  -0.10
57 O -10.15135 12.04305 -4.04363  0.00
58 O -8.59335 11.17730 -5.34043  -0.05
59 N -5.59162 9.81023 2.34003  -0.62
60 O -6.23668 8.75736 2.43876  -0.02
61 O -5.71393 10.46094 1.27355  -0.07
62 O -4.85093 10.27930 3.21915  -0.08
63 As -7.97373 16.82877 -3.33359  0.86
64 F -9.76824 16.75191 -3.38268  -0.30
65 F -8.18022 18.35617 -2.48070  -0.29
66 F -6.23299 16.92925 -3.11549  -0.27
67 F -7.81746 15.32894 -4.30066  -0.29
68 F -8.02592 17.72624 -4.88305  -0.31
69 F -8.10403 15.94605 -1.75607  -0.29
70 As -4.30377 8.18269 -3.22775  0.92
71 F -5.45965 8.21839 -4.59848  -0.01
72 F -3.07800 8.19098 -4.49720  -0.28
73 F -3.02873 8.28188 -1.94330  -0.30
74 F -5.51341 7.97043 -1.95815  -0.24
75 F -4.10115 6.43500 -3.35956  -0.27
76 F -4.30965 9.94001 -3.23305  -0.24
77 C -10.98815 12.80840 1.42235  -0.48
78 O -11.14230 11.60175 0.61506  -0.13
79 O -10.52086 13.70369 0.52901  -0.20
80 C -12.32474 13.23613 2.09355  -0.54
81 F -12.62554 12.32222 3.07516  0.07
82 F -12.23241 14.42025 2.71310  0.12
83 F -13.43494 13.33034 1.32163  0.12
84 C -11.88430 10.45233 1.03860  -0.28
85 C -11.64041 9.39726 -0.05744  -0.08
86 H -12.32243 8.54599 -0.00620  0.06
87 H -11.81726 9.92709 -0.99481  0.08
88 H -10.62936 8.98978 -0.07402  0.05
89 H -12.93566 10.74606 1.08689  0.10
90 H -11.58724 10.08721 2.02569  0.11
91 H -10.32383 12.54994 2.25938  0.14

---

[4]
Molecular formula: C9H14O
Method: DFT, the ωB97M-V functional and the def2-TZVPD basis

Output
E_LUMO   0.82 eV
DFT total energy   -11606.26919 eV
HOMO energy   -0.3070 hartree
Kohn-Sham gap   0.3372 hartree

Last column: natural (NBO) charge in e.
Positions of all 24 atoms, in Å:
1 C 1.72621 -0.46948 1.65272  -0.63
2 C 0.75458 -0.81502 0.51843  -0.02
3 C -0.57906 -0.47789 0.61577  -0.22
4 C -1.53022 -0.88500 -0.34942  -0.27
5 C -1.16824 -1.45500 -1.57623  0.29
6 O -1.97760 -1.50842 -2.63460  -0.66
7 C 0.18351 -1.82115 -1.58252  -0.25
8 C 1.14614 -1.44093 -0.69999  -0.22
9 H 1.80475 0.63013 1.71154  0.22
10 H 2.71266 -0.80354 1.33526  0.21
11 H 1.34124 -1.00671 2.55620  0.23
12 H -0.99497 -0.11770 1.55129  0.21
13 H -2.59532 -0.70645 -0.21657  0.20
14 H -2.90976 -1.48286 -2.39806  0.49
15 H 0.48681 -2.48194 -2.44889  0.21
16 H 2.19999 -1.53665 -0.94543  0.22
17 C 0.75404 3.58077 2.33300  -0.62
18 C 0.42488 3.49135 0.80523  -0.62
19 H 1.21441 4.55097 2.56276  0.20
20 H 0.03845 3.48612 3.14049  0.21
21 H 1.47963 2.71170 2.55608  0.19
22 H 0.71313 4.39029 0.28818  0.21
23 H -0.69553 3.45339 0.65516  0.21
24 H 0.92557 2.57136 0.53730  0.21

---

Question: Among the records above, which one has the lowest HOMO energy?
Answer: C10H40N20O10

---

Question: The lowest DFT total energy belongs to which entry?
Answer: C16H42As2F15N5O11